13
Properties=species:S:1:pos:R:3:nbo_charge:R:1 method="wB97M-V/def2-TZVPD" gap_ev=7.7 total_energy_ev=-21877.2345 max_force_ha_per_bohr=0.088
C 1.02 -0.30 -0.17 0.1000
C -0.35 -0.50 -0.10 -0.2193
C -1.23 0.65 -0.12 -0.0214
C 0.90 2.00 0.47 0.5355
C -1.06 -1.87 -0.24 -0.6473
O 1.50 0.97 -0.03 -0.4954
O 1.53 3.09 0.33 -0.6394
Cl -2.47 0.55 1.07 0.0025
H 1.59 -1.20 -0.08 0.2086
H -1.14 -2.11 -1.34 0.2346
H -0.40 -2.64 0.18 0.2230
H -2.07 -1.71 0.35 0.2428
H 2.19 3.07 -0.32 0.4759